(1)
11
Properties=species:S:1:pos:R:3:mulliken_spin:R:1 method="wB97M-V/def2-TZVPD" homo_lumo_gap_ev="6.816 / 1.535" lumo_energy_ev="-5.3861 / -10.6617" homo_ev="-12.202 / -12.196" multiplicity=2 e_above_lowest_kj_mol=320.21 s2=0.75 charge=+1 largest_force_ev_per_a=1.77 total_energy_ev=-14500.786
S -1.606 0.083 2.304 1.02
H -2.581 0.464 3.184 -0.02
C 0.832 0.903 -1.266 0.00
C 1.604 -0.832 -2.615 0.00
N 1.189 -0.493 -1.480 0.00
H -0.216 1.008 -1.524 0.00
H 1.505 1.622 -1.742 0.00
H 0.902 1.105 -0.187 0.00
H 2.046 -0.240 -3.428 0.00
H 1.404 -1.828 -3.019 0.00
H -0.375 0.064 2.894 -0.02


(2)
11
Properties=species:S:1:pos:R:3:mulliken_spin:R:1 method="wB97M-V/def2-TZVPD" homo_lumo_gap_ev="10.332 / 7.292" lumo_energy_ev="-3.7295 / -6.3175" homo_ev="-14.062 / -13.610" multiplicity=2 e_above_lowest_kj_mol=43.65 s2=0.75 charge=+1 largest_force_ev_per_a=1.04 total_energy_ev=-14503.652
S -1.073 -1.204 2.444 1.02
H -1.353 0.015 2.912 -0.02
C 0.193 0.545 -0.157 0.00
C -0.589 1.044 -1.082 0.01
N 0.956 -0.707 -0.461 0.00
H 0.375 0.878 0.842 0.00
H -1.243 1.895 -0.992 0.00
H -0.648 0.569 -2.059 0.00
H 0.302 -1.491 -0.433 0.00
H 1.486 -0.631 -1.329 0.00
H 1.596 -0.915 0.315 0.00


(3)
11
Properties=species:S:1:pos:R:3:mulliken_spin:R:1 method="wB97M-V/def2-TZVPD" homo_lumo_gap_ev="8.480 / 5.501" lumo_energy_ev="-4.9001 / -7.8769" homo_ev="-13.380 / -13.378" multiplicity=2 e_above_lowest_kj_mol=72.84 s2=0.76 charge=+1 largest_force_ev_per_a=3.63 total_energy_ev=-14503.350
S -0.944 0.974 -2.508 0.00
H 0.315 0.566 -2.706 0.00
C 0.048 -0.418 1.475 0.17
C 0.920 -1.278 0.811 0.50
N -0.188 0.857 1.222 0.29
H 0.030 -0.626 2.549 0.01
H 0.900 -2.338 0.992 0.03
H 1.552 -0.907 0.008 0.04
H -0.257 0.988 0.205 -0.03
H -0.986 1.248 1.716 -0.01
H -1.390 0.935 -3.764 0.00


(4)
12
Properties=species:S:1:pos:R:3:lowdin_charge:R:1 method="wB97M-V/def2-TZVPD" homo_lumo_gap_ev=8.880 lumo_energy_ev=0.4709 homo_ev=-8.409 multiplicity=1 e_above_lowest_kj_mol=270.06 charge=0 largest_force_ev_per_a=5.50 total_energy_ev=-25345.249
C -0.391 -0.657 -1.291 -0.14
C 0.382 -0.125 -0.114 -0.94
N 0.742 1.151 0.039 -0.53
S 0.852 -1.306 0.984 0.64
S 1.593 1.763 1.283 0.68
H -1.181 0.029 -1.598 0.07
H -0.771 -1.757 -1.195 0.10
H 0.130 -0.855 -2.252 0.08
H -1.156 -0.333 1.788 0.01
H 0.321 1.805 -0.675 0.14
H 1.412 0.325 1.674 -0.18
H -1.931 -0.039 1.357 0.07


(5)
12
Properties=species:S:1:pos:R:3:lowdin_charge:R:1 method="wB97M-V/def2-TZVPD" homo_lumo_gap_ev=9.037 lumo_energy_ev=0.2157 homo_ev=-8.822 multiplicity=1 e_above_lowest_kj_mol=160.43 charge=0 largest_force_ev_per_a=3.71 total_energy_ev=-25346.385 smiles="C=N.CSS"
C -2.189 -2.452 -2.351 -0.15
N -1.005 -2.256 -1.793 -0.02
H -2.975 -1.623 -2.295 0.07
H -2.569 -3.426 -2.792 0.06
H -0.525 -3.183 -1.688 0.04
C 1.685 2.216 0.677 -0.50
S 2.054 1.010 2.038 0.37
S 0.634 1.699 3.581 0.31
H 2.176 3.152 0.919 0.01
H 2.027 1.792 -0.257 0.01
H 0.633 2.525 0.430 0.05
H 0.055 0.547 3.530 -0.27


(6)
12
Properties=species:S:1:pos:R:3:lowdin_charge:R:1 method="wB97M-V/def2-TZVPD" homo_lumo_gap_ev=9.637 lumo_energy_ev=0.5168 homo_ev=-9.121 multiplicity=1 e_above_lowest_kj_mol=97.34 charge=0 largest_force_ev_per_a=1.04 total_energy_ev=-25347.039 smiles="C=N.CSS"
C 4.714 1.810 -1.064 -0.15
N 4.125 1.439 -2.115 0.01
H 5.792 1.698 -1.056 0.05
H 4.220 2.263 -0.202 0.06
H 3.111 1.522 -2.070 0.03
C -2.085 -0.715 -1.199 -0.51
S -1.072 -0.251 0.205 0.34
S -1.931 -1.091 1.855 0.28
H -2.640 -1.640 -1.028 0.03
H -1.386 -0.977 -1.998 0.03
H -2.839 0.019 -1.499 0.03
H -2.951 -0.257 2.120 -0.20


(7)
16
Properties=species:S:1:pos:R:3:mulliken_spin:R:1 method="wB97M-V/def2-TZVPD" homo_lumo_gap_ev="5.368 / 6.378" lumo_energy_ev="0.5310 / -3.4585" homo_ev="-4.837 / -9.836" multiplicity=3 s2=2.01 charge=0 largest_force_ev_per_a=3.99 total_energy_ev=-50120.503
C 0.311 2.451 -0.380 0.00
C 0.238 1.298 -1.304 -0.01
O 0.334 -1.241 -1.555 0.00
O 0.350 -2.794 0.512 -0.02
O -0.483 -0.297 0.560 0.04
P -0.080 -1.747 1.620 0.60
S 1.151 -1.036 2.990 1.14
S -1.948 -2.349 2.128 0.11
S 0.706 -0.250 -0.542 0.03
H -0.312 3.265 -0.833 0.00
H -0.045 2.108 0.491 0.00
H 1.400 2.739 -0.170 0.00
H 0.934 1.434 -2.208 0.00
H -0.825 1.135 -1.689 0.00
H 0.639 -2.517 -0.381 0.03
H -2.370 -2.200 0.761 0.06


(8)
13
Properties=species:S:1:pos:R:3:lowdin_charge:R:1 method="wB97M-V/def2-TZVPD" homo_lumo_gap_ev=8.394 lumo_energy_ev=3.8482 homo_ev=-4.546 multiplicity=1 e_above_lowest_kj_mol=45.83 charge=-1 largest_force_ev_per_a=1.84 total_energy_ev=-10379.586
O -1.469 -2.256 -0.988 -0.06
C -0.691 -1.431 -0.499 -0.76
O -0.185 -0.415 -1.050 -0.11
C -0.040 -1.795 0.884 -0.04
H -0.667 -2.358 1.570 0.05
H 0.883 -2.361 0.739 0.06
H 0.229 -0.802 1.257 0.04
H 3.021 2.501 0.185 0.03
H 1.692 2.466 0.945 0.01
O 2.521 2.960 0.864 -0.08
H -0.509 1.053 -0.341 -0.01
H -0.723 1.579 1.076 0.01
O -0.692 1.899 0.165 -0.12


(9)
13
Properties=species:S:1:pos:R:3:lowdin_charge:R:1 method="wB97M-V/def2-TZVPD" homo_lumo_gap_ev=8.867 lumo_energy_ev=4.0939 homo_ev=-4.773 multiplicity=1 e_above_lowest_kj_mol=23.52 charge=-1 largest_force_ev_per_a=0.65 total_energy_ev=-10379.817
O 0.703 0.633 -2.304 -0.06
C 0.809 0.235 -1.139 -0.75
O -0.068 -0.387 -0.468 -0.11
C 2.103 0.577 -0.361 -0.04
H 3.014 0.318 -0.897 0.05
H 2.066 0.084 0.611 0.06
H 2.049 1.650 -0.182 0.06
H -2.548 -1.962 -0.520 0.03
H -2.362 -0.759 0.326 -0.01
O -2.987 -1.498 0.208 -0.10
H -1.081 1.099 1.851 0.02
H -0.638 -0.128 0.998 -0.02
O -1.060 0.137 1.879 -0.13


(10)
11
Properties=species:S:1:pos:R:3:lowdin_charge:R:1 method="wB97M-V/def2-TZVPD" homo_lumo_gap_ev="8.805 / 8.800" lumo_energy_ev="-0.4304 / -0.4568" homo_ev="-9.235 / -9.257" multiplicity=1 e_above_lowest_kj_mol=456.81 charge=0 largest_force_ev_per_a=4.12 total_energy_ev=-13518.926
C 0.407 0.477 -0.868 -0.18
C -0.603 0.304 0.260 -0.49
O -1.550 -1.126 3.264 -0.52
P -0.144 -1.040 1.399 0.94
H 0.390 -0.378 -1.542 0.07
H 0.176 1.370 -1.444 0.07
H 1.418 0.582 -0.475 0.06
H -1.601 0.073 -0.129 0.08
H -0.693 1.213 0.861 0.08
H -0.068 -2.187 0.616 -0.05
H 1.202 -0.838 1.679 -0.05


(11)
12
Properties=species:S:1:pos:R:3:lowdin_charge:R:1 method="wB97M-V/def2-TZVPD" homo_lumo_gap_ev=8.548 lumo_energy_ev=-0.1657 homo_ev=-8.713 multiplicity=1 e_above_lowest_kj_mol=416.31 charge=0 largest_force_ev_per_a=4.11 total_energy_ev=-24355.755
C -0.564 -1.114 -1.049 -0.42
C 0.743 1.617 1.167 -0.11
O -1.390 -0.172 2.861 -0.67
P -1.707 -0.293 0.153 0.64
S -0.389 -0.454 1.873 0.61
H -0.716 -0.521 -1.989 0.03
H -0.825 -2.137 -1.258 0.02
H 0.450 -0.888 -0.626 0.02
H 0.631 2.015 0.095 0.03
H 1.768 1.361 1.299 -0.03
H 0.340 2.275 1.924 -0.01
H -2.293 -1.535 0.399 -0.10


(12)
11
Properties=species:S:1:pos:R:3:lowdin_charge:R:1 method="wB97M-V/def2-TZVPD" homo_lumo_gap_ev=7.069 lumo_energy_ev=4.1872 homo_ev=-2.882 multiplicity=1 e_above_lowest_kj_mol=38.89 charge=-1 largest_force_ev_per_a=1.50 total_energy_ev=-15071.003
S 0.686 0.263 -1.995 -0.26
H -0.509 -0.253 -2.452 -0.43
C -0.900 -0.420 1.235 -0.37
O -0.955 1.002 1.232 -0.13
C 0.440 -0.984 1.620 -0.13
H -1.754 -0.710 1.862 0.10
H -0.966 -0.723 0.177 0.06
H -0.575 1.272 0.381 0.02
H 1.043 -0.382 2.310 0.07
H 0.411 -2.056 1.838 0.06
H 1.075 -0.932 0.723 0.02


(13)
11
Properties=species:S:1:pos:R:3:lowdin_charge:R:1 method="wB97M-V/def2-TZVPD" homo_lumo_gap_ev=6.914 lumo_energy_ev=4.4036 homo_ev=-2.511 multiplicity=1 e_above_lowest_kj_mol=52.45 charge=-1 largest_force_ev_per_a=2.35 total_energy_ev=-15070.862
C 0.814 -0.463 -1.152 -0.25
C 0.518 -0.996 0.224 -0.80
S 0.373 0.232 1.607 0.18
H 1.682 0.182 -1.113 0.04
H -0.100 0.048 -1.407 0.04
H 1.089 -1.260 -1.877 0.06
H 1.443 -1.581 0.434 0.02
H -0.308 -1.704 0.261 0.03
H -1.941 2.149 0.304 -0.02
H -1.326 1.652 1.595 -0.09
O -2.245 1.744 1.125 -0.22


(14)
11
Properties=species:S:1:pos:R:3:lowdin_charge:R:1 method="wB97M-V/def2-TZVPD" homo_lumo_gap_ev=4.934 lumo_energy_ev=4.0470 homo_ev=-0.887 multiplicity=1 e_above_lowest_kj_mol=285.13 charge=-1 largest_force_ev_per_a=1.64 total_energy_ev=-15068.451
O -1.819 -0.122 -1.975 -0.13
H -1.030 -0.216 -2.493 -0.01
C -0.503 -0.266 1.950 -0.61
S -0.196 0.907 0.693 0.47
C 1.308 0.204 -0.288 -0.42
H -0.740 0.273 2.852 -0.12
H -0.347 -1.299 1.701 -0.10
H -1.526 0.361 -1.176 -0.07
H 0.966 -0.770 -0.618 -0.01
H 2.075 0.246 0.499 -0.01
H 1.811 0.683 -1.145 0.00


(15)
11
Properties=species:S:1:pos:R:3:lowdin_charge:R:1 method="wB97M-V/def2-TZVPD" homo_lumo_gap_ev=5.273 lumo_energy_ev=3.9696 homo_ev=-1.304 multiplicity=1 e_above_lowest_kj_mol=226.54 charge=-1 largest_force_ev_per_a=1.35 total_energy_ev=-15069.058
O -1.086 2.960 1.222 -0.09
H -0.442 2.752 1.912 0.03
C 0.515 -0.008 -1.705 -0.67
S 0.932 -0.314 -0.087 0.45
C 0.060 -1.838 0.585 -0.47
H -0.454 0.397 -1.962 -0.11
H 1.229 -0.274 -2.478 -0.11
H -0.635 2.741 0.397 0.02
H -0.911 -1.647 1.014 -0.01
H 0.776 -2.198 1.328 -0.02
H 0.015 -2.570 -0.227 0.00


(16)
12
Properties=species:S:1:pos:R:3:lowdin_charge:R:1 method="wB97M-V/def2-TZVPD" homo_lumo_gap_ev=5.775 lumo_energy_ev=3.5128 homo_ev=-2.262 multiplicity=1 e_above_lowest_kj_mol=193.66 charge=-1 largest_force_ev_per_a=2.38 total_energy_ev=-25904.888
C -1.519 -1.717 1.385 -0.19
O -1.581 -2.207 2.478 -0.06
H -2.374 -1.078 1.047 0.07
H 0.514 -3.423 4.586 0.02
H -0.911 -2.132 0.562 0.06
C -0.947 0.270 -1.513 -0.59
S 0.465 0.260 -0.415 0.04
S 1.602 1.881 -1.006 -0.35
H -0.972 1.259 -1.974 -0.01
H -0.861 -0.416 -2.362 0.01
H -1.922 0.143 -1.009 0.00
H 0.186 -3.528 3.916 0.01


(17)
11
Properties=species:S:1:pos:R:3:lowdin_charge:R:1 method="wB97M-V/def2-TZVPD" homo_lumo_gap_ev=5.290 lumo_energy_ev=3.2577 homo_ev=-2.032 multiplicity=1 e_above_lowest_kj_mol=103.34 charge=-1 largest_force_ev_per_a=2.19 total_energy_ev=-23858.144
C 1.035 -1.703 -0.531 -0.48
S 1.763 -0.713 0.838 0.57
H 1.856 -2.017 -1.184 0.01
H 0.305 -1.082 -1.041 -0.01
H 0.667 -2.654 -0.161 0.02
H 0.705 -1.012 1.597 -0.17
C -1.234 1.852 0.253 -0.73
S -2.027 1.199 -1.290 -0.09
H -0.362 2.339 -0.191 -0.04
H -0.853 1.186 0.985 -0.06
H -1.855 2.605 0.725 -0.03


(18)
11
Properties=species:S:1:pos:R:3:mulliken_spin:R:1 method="wB97M-V/def2-TZVPD" homo_lumo_gap_ev="9.758 / 6.880" lumo_energy_ev="0.8331 / -2.0321" homo_ev="-8.925 / -8.912" multiplicity=2 e_above_lowest_kj_mol=10.40 s2=0.75 charge=0 largest_force_ev_per_a=0.36 total_energy_ev=-23856.409
C -1.946 0.798 -0.075 0.02
S -2.740 1.007 1.550 0.00
H -2.552 1.365 -0.778 0.00
H -1.921 -0.250 -0.359 -0.01
H -0.942 1.211 -0.045 -0.01
H -1.835 0.312 2.253 0.00
C 2.506 -0.888 -0.573 -0.06
S 1.040 -0.872 0.456 0.97
H 3.273 -0.228 -0.175 0.00
H 2.237 -0.551 -1.578 0.05
H 2.881 -1.906 -0.675 0.03


(19)
12
Properties=species:S:1:pos:R:3:mulliken_spin:R:1 method="wB97M-V/def2-TZVPD" homo_lumo_gap_ev="9.382 / 7.407" lumo_energy_ev="0.5333 / -1.7969" homo_ev="-8.849 / -9.204" multiplicity=2 e_above_lowest_kj_mol=44.63 s2=0.75 charge=0 largest_force_ev_per_a=2.24 total_energy_ev=-34692.025
C 2.233 0.070 0.698 0.00
S 3.280 -0.352 -0.832 0.00
H 2.460 -0.130 1.764 0.00
H 1.392 -0.570 0.433 0.00
H 1.990 1.111 0.562 0.00
C -1.293 -1.128 -0.849 -0.01
S -1.616 0.600 -0.441 0.30
S -2.393 0.417 1.437 0.69
H -1.892 -1.375 -1.721 0.01
H -0.232 -1.318 -1.014 0.01
H -1.678 -1.733 -0.019 0.00
H 4.508 -0.202 -0.233 0.00


(20)
10
Properties=species:S:1:pos:R:3:lowdin_charge:R:1 method="wB97M-V/def2-TZVPD" homo_lumo_gap_ev=14.409 lumo_energy_ev=1.0575 homo_ev=-13.352 multiplicity=1 e_above_lowest_kj_mol=1.47 charge=0 largest_force_ev_per_a=0.41 total_energy_ev=-2203.619 smiles=C.C
C -3.370 -2.472 0.994 -0.06
H -4.345 -2.568 1.494 0.02
H -3.259 -1.452 0.598 0.02
H -3.308 -3.195 0.168 0.02
H -2.566 -2.673 1.718 0.02
C 2.622 -3.770 -2.029 -0.06
H 3.687 -3.527 -2.157 0.02
H 2.524 -4.685 -1.427 0.02
H 2.160 -3.929 -3.015 0.02
H 2.115 -2.939 -1.517 0.02